# 1
The following is a DFT calculation (ωB97M-V/def2-TZVPD) of a 9-piece molecular cluster, C46H119N9O14 overall at a distorted geometry.

Cartesian coordinates (Å):
C -1.25 -0.79 -3.06
O -0.74 -0.12 -4.17
C -1.31 -0.62 -5.35
C -2.70 -0.04 -5.58
C -3.25 -0.51 -6.93
N -2.58 1.46 -5.66
H -0.80 -0.42 -2.13
H -1.06 -1.87 -3.06
H -2.32 -0.62 -2.88
H -0.66 -0.35 -6.19
H -1.30 -1.72 -5.34
H -3.37 -0.30 -4.76
H -2.53 -0.47 -7.74
H -4.20 -0.06 -7.18
H -3.48 -1.59 -6.79
H -1.85 1.70 -4.96
H -2.10 1.71 -6.52
C -0.16 4.13 0.79
O -0.58 3.65 -0.47
C -0.93 4.60 -1.41
C -1.69 3.86 -2.49
C -2.17 4.66 -3.68
N -2.84 3.08 -1.90
H -1.00 4.26 1.47
H 0.33 5.11 0.71
H 0.58 3.39 1.07
H -1.48 5.43 -0.96
H -0.08 5.06 -1.93
H -0.91 3.16 -2.83
H -3.03 5.31 -3.58
H -2.36 3.94 -4.48
H -1.36 5.29 -4.09
H -2.82 2.17 -2.37
H -2.51 2.80 -0.96
C 5.22 -2.15 -4.78
O 4.11 -1.30 -5.02
C 4.03 -0.10 -4.25
C 3.66 1.08 -5.17
C 4.07 2.41 -4.57
N 2.23 1.09 -5.55
H 6.11 -1.57 -4.48
H 5.46 -2.72 -5.67
H 4.99 -2.88 -3.99
H 3.29 -0.18 -3.43
H 4.99 0.06 -3.74
H 4.23 0.81 -6.06
H 3.76 3.24 -5.21
H 5.15 2.52 -4.47
H 3.67 2.55 -3.56
H 1.65 0.81 -4.75
H 2.14 0.33 -6.23
C 2.43 2.36 -1.34
O 2.30 1.03 -0.88
C 0.99 0.51 -1.01
C 0.97 -0.78 -0.21
C 1.75 -1.87 -0.93
N -0.38 -1.24 -0.05
H 3.48 2.66 -1.26
H 1.75 3.09 -0.89
H 2.22 2.38 -2.43
H 0.30 1.19 -0.48
H 0.74 0.41 -2.07
H 1.44 -0.70 0.77
H 1.49 -2.04 -1.99
H 1.47 -2.86 -0.52
H 2.82 -1.71 -0.90
H -1.10 -0.80 0.50
H -0.50 -2.23 0.05
C -5.47 1.01 8.00
O -4.70 1.91 7.25
C -4.77 1.67 5.87
C -4.07 0.38 5.42
N -4.40 0.10 4.01
C -3.47 -0.84 3.33
C -2.08 -0.32 2.96
O -2.00 0.51 1.79
C -2.51 1.82 1.89
H -6.56 1.18 7.90
H -5.14 0.99 9.03
H -5.43 -0.04 7.64
H -4.28 2.49 5.34
H -5.83 1.66 5.58
H -4.20 -0.43 6.13
H -2.98 0.59 5.48
H -4.29 1.00 3.55
H -3.96 -1.02 2.37
H -3.36 -1.76 3.90
H -1.51 -1.20 2.63
H -1.51 0.04 3.83
H -2.36 2.36 2.84
H -3.60 1.83 1.74
H -2.15 2.42 1.06
C 0.65 3.84 4.84
O 1.54 3.81 3.73
C 1.89 2.50 3.35
C 3.16 2.51 2.58
N 3.58 1.14 2.31
C 4.80 1.06 1.52
C 5.02 -0.37 1.12
O 5.15 -1.17 2.29
C 5.02 -2.55 1.97
H 0.55 4.91 5.04
H 1.21 3.47 5.71
H -0.26 3.30 4.59
H 1.12 2.11 2.66
H 1.87 1.85 4.23
H 3.94 3.07 3.13
H 3.04 3.04 1.63
H 3.60 0.66 3.20
H 5.68 1.29 2.15
H 4.73 1.74 0.68
H 5.97 -0.42 0.57
H 4.16 -0.72 0.56
H 5.54 -3.10 2.76
H 5.33 -2.78 0.96
H 3.98 -2.85 2.18
C -6.49 -4.00 8.21
O -5.13 -4.18 7.91
C -4.88 -4.15 6.54
C -3.41 -4.34 6.36
N -3.08 -4.37 4.97
C -1.66 -4.30 4.73
C -1.39 -4.69 3.28
O -2.11 -3.81 2.47
C -1.88 -4.00 1.07
H -6.68 -4.51 9.16
H -7.09 -4.54 7.47
H -6.77 -2.95 8.30
H -5.24 -3.19 6.15
H -5.37 -5.00 6.06
H -3.15 -5.24 6.92
H -2.89 -3.51 6.88
H -3.69 -3.78 4.44
H -1.19 -4.98 5.43
H -1.27 -3.28 4.88
H -1.75 -5.72 3.18
H -0.30 -4.65 3.17
H -2.08 -5.04 0.79
H -0.87 -3.67 0.86
H -2.58 -3.33 0.58
C 2.55 6.41 -2.81
O 2.66 6.85 -1.51
C 3.53 6.06 -0.74
C 3.50 6.56 0.69
N 2.14 6.53 1.21
C 1.99 7.13 2.53
C 0.55 6.98 3.03
O -0.28 7.89 2.29
C -1.58 8.09 2.87
H 2.68 5.34 -3.00
H 3.25 6.99 -3.43
H 1.54 6.61 -3.17
H 4.56 6.03 -1.13
H 3.23 5.00 -0.72
H 3.90 7.59 0.77
H 4.13 5.93 1.33
H 1.50 6.89 0.52
H 2.31 8.18 2.56
H 2.59 6.50 3.20
H 0.64 7.10 4.11
H 0.30 5.97 2.70
H -2.02 7.24 3.39
H -2.22 8.39 2.02
H -1.58 8.98 3.52
C -2.77 -9.46 -4.52
O -1.57 -9.54 -5.21
C -0.94 -8.25 -5.42
C 0.57 -8.47 -5.16
N 1.39 -7.25 -5.22
C 0.94 -6.20 -4.29
C 2.03 -5.47 -3.62
O 3.02 -6.42 -3.26
C 4.31 -5.86 -3.03
H -2.72 -8.86 -3.60
H -3.09 -10.47 -4.32
H -3.56 -8.95 -5.10
H -1.48 -7.45 -4.91
H -1.02 -8.03 -6.50
H 0.84 -9.07 -6.03
H 0.77 -9.01 -4.23
H 2.31 -7.49 -4.84
H 0.37 -6.75 -3.51
H 0.17 -5.53 -4.69
H 1.83 -4.86 -2.73
H 2.58 -4.82 -4.31
H 4.85 -5.73 -3.99
H 4.88 -6.52 -2.38
H 4.29 -4.88 -2.51

Results
- Gap between HOMO and LUMO: 8.875 eV
- Structure (SMILES): COC[C@H](C)N.COC[C@H](C)N.COC[C@H](C)N.COC[C@H](C)N.COCCNCCOC.COCCNCCOC.COCCNCCOC.COCCNCCOC.COCCNCCOC
- Total charge: 0
- E_tot: -91696.31030 eV
- E_LUMO: 0.321 eV

---

# 2
The following is a DFT calculation (ωB97M-V/def2-TZVPD) of a 2-piece molecular cluster, C5H7IN2 overall at a distorted geometry.

Cartesian coordinates (Å):
C 2.11 0.82 0.22
C 1.00 1.54 -0.21
C -0.01 0.56 -0.34
C -2.00 0.84 0.87
C -0.11 -1.91 -0.13
N 1.82 -0.48 0.38
N 0.59 -0.62 -0.02
I -3.57 -0.38 -0.13
H 3.14 1.08 0.34
H 0.92 2.58 -0.29
H -0.86 0.75 -0.94
H -2.23 1.81 0.55
H 0.47 -2.63 0.51
H -1.10 -1.76 0.32
H -0.16 -2.21 -1.13

Results
- Gap between HOMO and LUMO (alpha / beta): 7.346 / 7.346 eV
- Total charge: 0
- E_tot: -16374.08394 eV
- E_LUMO (alpha / beta): -1.212 / -1.213 eV

---

# 3
The following is a DFT calculation (ωB97M-V/def2-TZVPD) of C28H14Cl2IrN6O8S2 as an isolated structure at a distorted geometry.

Cartesian coordinates (Å):
Ir -0.21 0.03 0.37
N 1.73 1.92 2.89
C 2.47 1.09 2.15
N 2.00 0.28 1.25
C 2.99 -0.46 0.65
C 4.24 -0.25 1.15
S 4.20 0.95 2.39
C 2.65 -1.31 -0.47
C 3.53 -1.96 -1.27
S 2.71 -2.80 -2.54
C 1.18 -2.19 -1.89
N 1.33 -1.45 -0.83
N 0.03 -2.51 -2.48
H 0.80 2.10 2.52
H 2.20 2.68 3.35
H 5.16 -0.72 0.87
H 4.60 -1.99 -1.21
H 0.06 -3.03 -3.34
H -0.71 -1.82 -2.38
Cl -2.36 3.39 3.83
C -2.19 1.70 4.03
C -2.79 1.06 5.11
C -2.67 -0.29 5.29
Cl -3.47 -1.03 6.63
C -1.92 -1.09 4.39
C -1.72 -2.47 4.52
C -0.95 -3.13 3.59
C -0.39 -2.41 2.53
N -0.58 -1.12 2.38
C -1.33 -0.45 3.27
C -1.46 0.98 3.05
O -0.92 1.53 2.05
H -3.36 1.65 5.81
H -2.15 -3.00 5.36
H -0.79 -4.20 3.67
H 0.24 -2.90 1.80
O -5.49 -1.85 -2.89
C -4.53 -1.49 -2.26
C -3.53 -2.40 -1.57
O -3.50 -3.61 -1.65
C -2.60 -1.51 -0.85
C -2.97 -0.11 -1.04
O -2.35 0.80 -0.50
C -4.12 -0.05 -1.99
O -4.62 0.92 -2.51
O -1.59 -1.82 -0.18
O -0.72 0.09 -2.73
C 0.10 0.97 -2.50
N 0.51 1.33 -1.26
C 1.50 2.27 -1.31
O 2.07 2.75 -0.35
C 1.78 2.54 -2.76
C 2.71 3.34 -3.38
C 2.72 3.34 -4.77
C 1.82 2.58 -5.50
C 0.89 1.76 -4.87
C 0.88 1.76 -3.49
H 3.42 3.92 -2.81
H 3.43 3.96 -5.29
H 1.86 2.60 -6.58
H 0.20 1.16 -5.44

Results
- Gap between HOMO and LUMO (alpha / beta): 6.189 / 4.467 eV
- Spin multiplicity: 2
- Expectation value of S²: 0.77
- Total charge: 0
- E_tot: -104136.28549 eV
- E_LUMO (alpha / beta): -1.537 / -3.254 eV

---

# 4
The following is a DFT calculation (ωB97M-V/def2-TZVPD) of C32H47BrN4PSbZr as an isolated structure.

Cartesian coordinates (Å):
Zr -0.07 0.18 0.46
Br 3.04 4.23 -4.62
C 1.83 3.58 -3.38
C 2.29 2.82 -2.30
C 1.36 2.36 -1.38
C 0.01 2.63 -1.54
C -0.45 3.37 -2.62
C 0.47 3.85 -3.54
N -0.86 2.03 -0.57
C -2.03 2.41 -0.25
C -2.77 1.58 0.71
C -4.05 1.91 1.10
C -4.72 1.10 2.02
C -4.07 -0.02 2.51
C -2.79 -0.31 2.08
N -2.13 0.46 1.19
H 3.35 2.64 -2.17
H 1.74 1.85 -0.48
H -1.51 3.56 -2.78
H 0.14 4.43 -4.39
H -2.50 3.30 -0.66
H -4.52 2.80 0.70
H -5.72 1.35 2.34
H -4.55 -0.68 3.23
H -2.26 -1.18 2.44
C -2.79 -2.35 -4.21
C -2.67 -0.98 -3.55
C -2.14 0.11 -4.46
Sb -1.37 -1.13 -1.85
C -1.69 -2.92 -0.70
C -1.10 -4.19 -1.32
C -3.20 -3.00 -0.46
C 0.63 -1.24 -2.61
C 1.58 -1.40 -1.43
C 0.93 -2.30 -3.68
H -3.46 -2.23 -5.07
H -3.23 -3.11 -3.57
H -1.84 -2.71 -4.60
H -3.62 -0.68 -3.10
H -1.18 -0.16 -4.91
H -2.04 1.08 -3.97
H -2.85 0.24 -5.28
H -1.20 -2.76 0.27
H -1.44 -4.37 -2.33
H -1.41 -5.05 -0.71
H 0.00 -4.18 -1.34
H -3.75 -3.20 -1.38
H -3.62 -2.09 -0.02
H -3.42 -3.83 0.22
H 0.80 -0.24 -3.04
H 1.39 -2.30 -0.83
H 1.62 -0.52 -0.72
H 2.63 -1.39 -1.72
H 0.76 -3.31 -3.32
H 1.98 -2.22 -3.98
H 0.33 -2.14 -4.57
C 1.61 4.95 2.60
N 1.40 3.59 3.19
C 1.77 3.38 4.62
C 0.95 2.65 2.47
N 0.54 1.77 1.80
H 2.68 5.15 2.59
H 1.09 5.66 3.22
H 1.21 4.96 1.59
H 2.84 3.52 4.72
H 1.47 2.38 4.92
H 1.23 4.12 5.20
C 0.82 -3.40 2.14
P 0.80 -1.61 2.38
C 0.20 -1.33 4.06
C 2.50 -1.01 2.29
C 3.40 -1.58 1.37
C 4.73 -1.18 1.35
C 5.17 -0.22 2.24
C 4.30 0.34 3.17
C 2.97 -0.05 3.19
H 1.10 -3.68 1.12
H -0.16 -3.82 2.36
H 1.56 -3.82 2.84
H 0.96 -1.67 4.77
H -0.70 -1.92 4.22
H -0.03 -0.28 4.26
H 3.09 -2.39 0.72
H 5.42 -1.65 0.66
H 6.22 0.08 2.24
H 4.67 1.05 3.89
H 2.32 0.35 3.95

Results
- Gap between HOMO and LUMO: 5.559 eV
- Total charge: +4
- E_tot: -127017.88515 eV
- E_LUMO: -12.862 eV

---

# 5
The following is a DFT calculation (ωB97M-V/def2-TZVPD) of a 10-piece molecular cluster, C35H92Cl3N9O9 overall at a distorted geometry.

Cartesian coordinates (Å):
C -0.04 5.84 3.41
O 1.01 5.45 4.25
C 2.27 5.73 3.68
C 3.53 5.23 4.47
C 3.64 5.34 6.08
N 4.63 5.74 3.77
H -0.98 5.57 3.88
H -0.02 5.40 2.41
H -0.04 6.91 3.20
H 2.32 5.13 2.78
H 2.38 6.77 3.35
H 3.52 4.16 4.29
H 2.97 4.58 6.47
H 3.19 6.30 6.34
H 4.67 5.17 6.40
H 4.23 6.55 3.31
H 5.18 6.21 4.47
C 1.34 8.60 -4.44
O 1.08 8.76 -3.07
C -0.33 8.64 -2.82
C -0.96 7.24 -3.07
C -2.47 7.22 -2.77
N -0.30 6.17 -2.27
H 1.76 9.57 -4.69
H 0.51 8.38 -5.11
H 2.10 7.86 -4.72
H -0.50 8.88 -1.77
H -0.74 9.54 -3.28
H -0.87 6.94 -4.11
H -2.85 6.24 -3.06
H -2.92 8.05 -3.33
H -2.80 7.41 -1.75
H 0.23 5.75 -3.03
H 0.40 6.65 -1.73
C 0.74 0.05 1.25
O -0.56 -0.30 0.92
C -1.27 0.80 0.39
C -2.72 0.33 -0.05
C -2.55 -0.76 -1.20
N -3.59 1.37 -0.50
H 1.22 -0.73 1.83
H 0.70 0.89 1.94
H 1.29 0.40 0.38
H -1.35 1.66 1.05
H -0.68 1.18 -0.44
H -3.14 -0.16 0.83
H -3.54 -1.00 -1.59
H -2.06 -1.67 -0.86
H -1.92 -0.26 -1.94
H -3.35 1.62 -1.45
H -3.46 2.08 0.21
C -9.73 -3.81 0.15
O -10.45 -2.65 0.20
C -9.77 -1.48 0.69
C -10.47 -0.11 0.52
C -9.69 1.12 0.80
N -11.60 -0.19 1.45
H -9.59 -4.25 1.14
H -8.78 -3.56 -0.32
H -10.16 -4.57 -0.50
H -9.61 -1.73 1.74
H -8.83 -1.40 0.15
H -10.88 -0.12 -0.49
H -10.28 1.98 0.50
H -8.75 1.11 0.25
H -9.35 1.22 1.83
H -12.40 0.39 1.24
H -11.98 -1.11 1.59
C -0.22 -0.20 7.23
O 0.85 -0.84 7.96
C 1.77 -1.51 7.08
C 2.50 -2.71 7.78
C 3.73 -3.12 6.97
N 1.53 -3.75 7.95
H 0.10 0.62 6.59
H -0.92 0.10 8.00
H -0.71 -0.92 6.58
H 1.16 -1.90 6.26
H 2.45 -0.71 6.77
H 2.85 -2.48 8.78
H 4.30 -2.32 6.50
H 3.44 -3.75 6.13
H 4.40 -3.81 7.49
H 0.77 -3.37 8.50
H 1.05 -3.90 7.07
C -0.19 -0.31 -7.92
O 0.12 1.03 -7.56
C 0.54 1.20 -6.09
C 1.88 1.95 -5.98
C 2.59 1.86 -4.55
N 1.79 3.34 -6.27
H 0.60 -1.04 -8.09
H -0.90 -0.26 -8.74
H -0.78 -0.78 -7.12
H -0.33 1.60 -5.57
H 0.50 0.23 -5.60
H 2.60 1.51 -6.67
H 3.63 2.05 -4.82
H 2.68 0.84 -4.18
H 2.43 2.48 -3.67
H 1.67 3.39 -7.27
H 2.73 3.70 -6.18
C 2.03 -5.15 -3.02
O 1.28 -6.33 -2.92
C 0.06 -6.23 -3.62
C 0.14 -6.56 -5.17
C -1.20 -6.38 -5.95
N 0.54 -7.96 -5.31
H 3.05 -5.37 -2.72
H 1.59 -4.58 -2.19
H 1.92 -4.58 -3.94
H -0.63 -7.00 -3.27
H -0.36 -5.22 -3.56
H 0.91 -5.88 -5.53
H -1.45 -5.33 -6.08
H -2.09 -6.91 -5.61
H -0.88 -6.61 -6.97
H -0.20 -8.64 -5.18
H 1.12 -8.08 -4.50
Cl -7.84 2.67 -5.03
C -7.70 0.99 -5.36
Cl -6.01 0.56 -5.85
Cl -8.90 0.64 -6.62
H -7.93 0.29 -4.56
C 3.96 -7.10 2.28
N 2.73 -7.35 2.93
C 2.60 -8.74 3.42
C 1.80 -6.45 3.07
O 0.86 -6.61 3.85
H 4.25 -6.05 2.27
H 3.85 -7.53 1.29
H 4.83 -7.61 2.71
H 3.37 -9.08 4.10
H 1.63 -8.96 3.86
H 2.68 -9.33 2.51
H 2.05 -5.57 2.46
C 10.36 -1.45 2.25
N 9.00 -0.92 1.92
C 8.99 0.45 1.41
C 8.02 -1.81 1.85
O 6.96 -1.61 1.18
H 10.80 -0.90 3.08
H 10.92 -1.33 1.32
H 10.58 -2.49 2.49
H 9.64 0.28 0.55
H 7.98 0.77 1.18
H 9.38 1.25 2.04
H 8.15 -2.79 2.32

Results
- Gap between HOMO and LUMO: 9.070 eV
- Structure (SMILES): COC[C@H](C)N.COC[C@H](C)N.COC[C@H](C)N.COC[C@H](C)N.COC[C@H](C)N.COC[C@H](C)N.COC[C@H](C)N.ClC(Cl)Cl.CN(C)C=O.CN(C)C=O
- Total charge: 0
- E_tot: -107182.77169 eV
- E_LUMO: 0.172 eV